[1]
Formula: C63H133N7O7
Source: the Open Molecules 2025 dataset
Level of theory: ωB97M-V/def2-TZVPD

For the orbital gap, the calculation gives 8.1 eV.

Structure (XYZ):
```
210
Properties=species:S:1:pos:R:3:forces:R:3
C -15.53864 3.19514 8.47809 -0.7248 -0.5417 0.8687
C -15.75142 2.24817 9.76152 0.9849 0.7029 1.3401
C -14.43460 2.35174 10.65801 0.1202 0.2694 -2.3061
C -14.29303 3.64074 11.38826 0.6488 -1.0339 0.3274
C -15.52389 3.76318 12.22832 0.6277 1.4786 0.5108
C -16.90784 3.76191 11.54654 2.5179 0.9704 -1.2339
N -16.92669 2.64236 10.58193 -0.4712 -1.6594 0.5594
O -18.17103 2.50909 9.82430 1.4030 0.3502 1.0816
C -17.89090 3.65886 12.68114 -1.9531 -2.0321 -0.2458
C -17.03387 5.06435 10.76388 -1.3758 1.2434 0.3359
C -15.86986 0.78550 9.40684 -0.7278 -0.1670 -1.1451
H -15.00345 2.76330 7.63241 0.7374 -0.1911 0.5574
H -15.12529 4.12969 8.85738 0.3186 -0.1114 -0.4362
H -16.44831 3.47015 7.94426 -0.5766 0.0356 0.4103
H -14.23449 1.49565 11.30234 -0.5517 -0.0960 -0.0660
H -13.65747 2.38921 9.89463 0.3112 -0.6890 -0.1148
H -13.90850 4.42364 10.73458 -0.9768 0.5061 -0.0851
H -13.46146 3.54690 12.08667 0.1736 -0.1194 0.1604
H -15.31529 4.70119 12.74283 -1.0545 0.3955 0.3696
H -15.44374 3.02358 13.02498 -0.2752 -0.3645 -0.2106
H -17.66011 2.83198 13.35277 0.7576 0.1374 0.1999
H -18.19151 4.50393 13.30049 0.5214 0.3480 -0.5192
H -18.79083 3.20508 12.26606 -0.5718 0.5666 -0.2313
H -16.24681 5.47187 10.12939 0.6021 -0.6310 0.4001
H -17.88880 5.03721 10.08827 -0.2984 -0.1882 0.1044
H -17.27897 5.83241 11.49744 0.0591 0.3632 -0.1000
H -15.86036 0.02998 10.19247 0.0189 0.6060 0.5161
H -15.06201 0.51296 8.72773 -0.1023 0.0171 -0.2493
H -16.84103 0.70381 8.91874 0.1136 -0.5020 -0.3683
H -17.95934 2.96146 9.00445 -0.2572 0.3255 -0.4231
C -12.83690 -7.88123 7.91110 -0.4615 0.3275 -1.1160
C -14.39135 -7.83943 7.85040 0.9161 -0.4253 -0.3650
C -14.79667 -9.33165 8.16156 -1.8870 0.9513 0.6853
C -16.32097 -9.37125 8.56555 0.5882 0.7496 -0.6308
C -16.50097 -8.52658 9.82406 0.9730 -0.3165 -0.7859
C -16.08640 -7.04669 9.54038 -0.8587 0.1187 2.0574
N -14.75026 -6.90020 8.89816 -1.5288 -1.5511 1.8672
O -14.44565 -5.56524 8.54832 -0.3624 -0.3039 -0.1592
C -17.28271 -6.37145 8.87563 0.3156 0.6967 -1.6752
C -15.99396 -6.50295 11.01081 1.2906 0.6520 -0.9470
C -14.96862 -7.38041 6.48485 1.0235 -1.3750 -1.2634
H -12.43291 -6.86979 7.95451 0.1200 -0.0543 0.0936
H -12.45206 -8.30952 6.98559 0.1468 -0.2071 -0.0096
H -12.50484 -8.48200 8.75780 -0.0211 0.2137 -0.0222
H -14.53126 -9.97857 7.32541 -0.2699 0.3001 -0.3106
H -14.23421 -9.75714 8.99264 0.1276 0.3675 0.2693
H -16.73802 -10.37831 8.56545 0.0673 0.0221 0.3405
H -16.90603 -8.76970 7.86989 0.0427 -0.5178 -0.8014
H -15.91003 -8.96473 10.62837 0.0614 0.1965 0.2274
H -17.53737 -8.43470 10.14891 0.0250 -0.3782 -0.0047
H -17.44081 -6.69800 7.84778 -0.1831 -0.6872 0.0178
H -18.23142 -6.48719 9.39970 0.2567 0.0197 0.2479
H -17.10350 -5.32175 8.64299 0.1152 0.3091 0.7344
H -15.81278 -5.42819 10.99805 -0.0926 0.1516 0.0118
H -16.82707 -6.69545 11.68680 -0.1199 -0.2696 -0.3841
H -15.07354 -6.95866 11.37585 -0.1118 -0.0235 0.4781
H -14.27528 -6.83830 5.84181 0.0287 1.2066 0.7532
H -15.98428 -6.98808 6.43370 0.3550 0.1960 0.3876
H -14.94615 -8.23197 5.80481 -0.6009 -0.7806 0.2301
H -13.58024 -5.48038 8.95507 0.0576 0.4280 0.0790
C -19.55869 -1.76367 15.15347 -0.7921 0.0660 0.0695
C -19.60395 -2.40311 16.58827 0.0560 0.3413 1.0405
C -19.44905 -1.35648 17.74452 0.6732 0.1741 0.0650
C -19.67208 -1.88268 19.20834 -1.6536 -0.8612 -1.6598
C -21.18661 -2.34682 19.14383 1.6638 0.3212 1.0109
C -21.47158 -3.46645 18.10798 -0.4454 1.1779 0.3597
N -20.99692 -2.98434 16.77990 1.2383 0.4884 1.0462
O -21.26620 -4.02275 15.86119 0.2816 0.2044 -0.5575
C -20.94527 -4.80506 18.65790 0.4361 -0.0878 -0.4064
C -23.03229 -3.59155 17.94219 1.8606 -0.4102 1.2175
C -18.42766 -3.37133 16.76474 -1.0202 -0.6811 0.5584
H -19.53737 -2.50636 14.35593 -0.4854 -0.5061 0.2533
H -18.76841 -1.11995 14.76721 0.7506 0.0842 1.2346
H -20.43162 -1.12411 15.02290 -0.3654 -0.2076 -0.0156
H -18.42491 -1.00193 17.62815 0.0523 0.3496 0.0121
H -20.13274 -0.53082 17.54720 -0.0084 0.1596 0.1576
H -19.51924 -1.18779 20.03410 -0.1509 0.5893 -0.4844
H -19.01259 -2.70525 19.48501 -0.0072 -0.2378 -0.3550
H -21.74436 -1.41741 19.02887 -0.3190 -0.1538 -0.6649
H -21.46299 -2.67252 20.14664 -0.2183 -0.4603 -0.0171
H -21.19850 -4.98927 19.70195 -0.3464 0.4750 0.0947
H -21.42061 -5.62319 18.11679 0.4663 -0.0901 -0.2601
H -19.85743 -4.87053 18.63755 0.0138 -0.1551 -0.2881
H -23.25000 -4.62770 18.20123 -0.5881 0.0192 -0.5898
H -23.37350 -3.01014 18.79872 -0.9452 0.3380 -0.6621
H -23.26762 -3.30119 16.91827 -0.6498 0.0644 0.5851
H -18.84650 -4.35942 16.57409 0.7026 -0.2366 -0.8987
H -18.15826 -3.46501 17.81676 0.2082 0.3252 0.0100
H -17.55112 -3.04598 16.20444 -0.1459 -0.4519 -0.1918
H -21.62386 -3.44979 15.17900 -0.2576 -0.6337 -0.6727
C -0.19364 -9.84643 17.90501 -0.9346 0.7268 -0.6782
C -1.30108 -8.97305 17.16751 0.5056 -0.4817 -2.3339
C -1.45575 -9.25130 15.60144 1.5572 -0.5438 2.2826
C -2.02481 -10.66749 15.41396 -1.2986 2.1456 -2.0910
C -3.50572 -10.55702 15.84704 0.4807 -1.3338 0.7591
C -3.54777 -10.45823 17.41447 -0.0278 1.5646 -1.5865
N -2.65138 -9.24093 17.69646 -1.0315 -0.6173 -2.6966
O -2.79786 -8.86250 18.97329 0.1221 0.8387 2.8489
C -5.05856 -10.17025 17.89778 2.1861 -0.5413 -0.0878
C -3.05461 -11.78272 17.97607 0.2470 -0.9446 0.6370
C -0.89405 -7.46227 17.12904 -0.1867 0.1156 1.5657
H 0.69343 -10.11723 17.33240 -0.0023 0.5133 -0.3708
H -0.63318 -10.80874 18.16744 0.0364 0.2807 0.4153
H 0.11002 -9.24138 18.75929 0.0551 -0.5301 0.3089
H -1.99137 -8.36835 15.25270 -1.1660 -0.7604 -0.2891
H -0.50889 -9.03771 15.10552 0.5241 -0.7120 0.2231
H -1.49808 -11.53682 15.80755 0.2026 0.5714 0.5044
H -2.01055 -10.82047 14.33485 -0.1535 -0.3269 -0.2348
H -3.98280 -11.46550 15.47939 -0.3845 -0.2560 0.4512
H -4.05155 -9.75012 15.35810 0.3899 0.3144 0.1426
H -5.59676 -11.08616 17.65375 -0.2290 0.1825 -0.0865
H -5.04795 -10.06204 18.98234 -0.1347 0.0628 -0.0266
H -5.51399 -9.29582 17.43295 0.1722 -0.0660 -0.1007
H -2.54698 -12.41905 17.25117 -0.1119 0.1921 -0.3185
H -2.32176 -11.74028 18.78182 -0.3130 0.4956 0.2672
H -3.87589 -12.40082 18.33877 -0.1493 0.1090 0.0980
H -1.59972 -6.74196 16.71517 -0.5738 -0.5252 -0.2225
H 0.02319 -7.26683 16.57355 0.1579 -0.5828 -0.0169
H -0.71777 -7.07884 18.13403 0.1562 -0.0611 0.2379
H -3.29272 -8.04271 18.90510 -0.1008 0.1761 0.3912
C -10.87220 -3.66025 14.06855 -0.1598 -1.9912 -0.7238
C -9.44063 -3.59667 13.59460 0.9038 1.8347 0.3653
C -8.56802 -3.69533 14.95791 1.7379 2.0186 -1.8250
C -7.02133 -3.70101 14.61537 -2.3341 -2.2979 -0.1602
C -6.91949 -4.97576 13.78722 1.3573 -0.7815 -1.4151
C -7.70712 -5.09912 12.42060 1.3194 1.6600 -0.4776
N -9.08321 -4.63512 12.64697 0.3847 -2.2077 0.5836
O -9.82416 -4.62673 11.43641 0.2084 0.7964 0.1494
C -6.81761 -4.24444 11.33028 -1.9720 -0.9941 1.1118
C -7.68393 -6.55730 11.96504 -0.8182 0.3900 1.2204
C -9.18418 -2.22027 12.84898 0.3281 0.6286 1.7645
H -11.53330 -3.56634 13.20702 -0.4113 1.2507 0.3671
H -10.98463 -3.12171 15.00953 -0.5494 0.5804 -0.6420
H -11.11057 -4.69760 14.30343 0.3167 -0.3824 0.4905
H -8.65769 -2.77293 15.53170 -0.9652 0.1635 -0.0581
H -8.79677 -4.51634 15.63741 -0.1927 -0.2375 -0.4923
H -6.46795 -3.83738 15.54449 0.2245 0.2592 -0.1311
H -6.62246 -2.89501 13.99943 -0.3323 0.3163 0.4547
H -7.08041 -5.92796 14.29270 -0.4229 0.3061 0.7354
H -5.86303 -5.03450 13.52539 0.2015 -0.3298 -0.4083
H -6.91299 -3.22363 11.70036 0.8870 0.0930 -0.3652
H -5.84423 -4.73216 11.27782 0.2281 0.6148 0.4168
H -7.19515 -4.29825 10.30917 -0.4653 0.0336 0.1243
H -6.64161 -6.85041 11.83944 -0.2437 -0.2574 -0.5370
H -8.11270 -7.13443 12.78428 0.1472 -0.2883 0.1881
H -8.39113 -6.72646 11.15303 0.6868 0.0657 -0.5068
H -8.15958 -1.93782 13.09091 0.3511 -0.1739 -0.9208
H -9.66188 -1.34330 13.28581 -0.7516 -0.2242 0.4502
H -9.45583 -2.14651 11.79595 0.3567 -0.6902 0.0291
H -10.47646 -5.32570 11.52327 -0.0288 -0.1690 0.2122
C -1.23855 -7.95632 6.85001 1.7119 -0.8561 0.0666
C -0.53030 -9.31735 7.13779 -0.8313 -0.3971 -0.6238
C -1.54455 -10.37197 6.55517 1.0318 -0.7281 -0.5837
C -0.85379 -11.72877 6.44482 -0.6319 0.4026 2.2199
C 0.26658 -11.59443 5.53543 1.3521 -0.3763 -1.4750
C 1.44862 -10.61497 5.87679 -1.5728 0.2000 -1.3146
N 0.79676 -9.36787 6.35570 -0.7831 0.2929 -0.7824
O 1.77169 -8.50578 6.92686 -0.1007 -0.5011 1.5072
C 2.42730 -11.27425 6.88042 -0.5016 0.0329 -0.6586
C 2.04634 -10.29661 4.39037 0.5088 0.9075 2.3439
C -0.37660 -9.56930 8.66055 0.2588 0.0509 -0.0552
H -1.49140 -7.75811 5.80843 -0.0777 -0.6860 -0.1466
H -0.42294 -7.25538 7.02766 -0.7650 0.8065 0.9015
H -2.15362 -8.00187 7.44050 0.2618 0.9160 0.3042
H -2.52745 -10.52524 7.00074 0.2639 0.7273 1.0022
H -1.82083 -10.00553 5.56649 0.2522 -0.1910 -0.4016
H -1.51322 -12.56241 6.20336 -0.1087 0.1501 -0.3562
H -0.40244 -12.00877 7.39665 -0.4308 0.0155 0.6456
H -0.24029 -11.30156 4.61597 0.7728 0.0304 -0.6260
H 0.70749 -12.58679 5.44101 0.2302 -0.0034 -0.5821
H 2.54517 -12.31052 6.56366 0.4001 -0.0105 -0.0998
H 3.39463 -10.77485 6.93492 -0.1314 -0.0138 0.0044
H 1.98773 -11.33951 7.87572 0.0151 0.2674 0.0030
H 2.86870 -9.58428 4.45673 0.6345 -0.2342 0.4555
H 2.43715 -11.17778 3.88155 -0.4878 0.0258 -0.1371
H 1.35763 -9.63395 3.86628 -0.6431 -0.9347 -0.2688
H -1.29630 -9.94432 9.10954 -0.2059 0.0290 -0.2239
H -0.10062 -8.69503 9.25012 0.1677 0.1901 -0.2982
H 0.37876 -10.33105 8.85361 0.0267 0.0486 -0.0675
H 2.11073 -7.84408 6.31956 -0.6181 -0.1608 -0.7499
C -6.56795 4.50671 12.54076 -0.0553 1.1427 -0.3185
C -5.06736 4.63861 12.27187 0.4827 -0.7843 -1.4635
C -4.77005 4.33289 10.76727 1.1980 -0.7043 -1.2513
C -3.40360 4.89710 10.17229 -2.0768 2.1337 2.0637
C -3.28902 6.47443 10.53387 0.1561 -1.0137 -0.3389
C -3.52755 6.81590 12.00433 2.4113 -0.6633 1.4526
N -4.67541 6.03566 12.49084 0.8438 -0.9896 -3.1643
O -5.06487 6.53209 13.66407 -1.2248 1.0758 2.6364
C -2.19786 6.50997 12.87292 -1.5261 -0.2270 -0.3689
C -3.85350 8.35367 12.18400 -1.0991 -0.7287 -0.1734
C -4.32521 3.53511 13.08094 0.4399 1.0171 -0.6102
H -7.02606 5.28032 11.92453 -0.3505 -0.0377 -0.1299
H -6.80462 4.78882 13.56668 0.0526 -0.3816 0.0822
H -7.01193 3.54915 12.26861 0.3398 -0.0880 0.1151
H -4.63186 3.25530 10.67887 -0.0771 -0.3014 0.2835
H -5.56096 4.45907 10.02792 -0.4507 0.8976 0.4548
H -3.31952 4.79842 9.09002 -0.0659 -0.3243 0.1862
H -2.65714 4.31704 10.71489 0.5679 0.4010 -0.3759
H -3.96847 7.18287 10.05999 -0.5304 -0.8039 -0.9068
H -2.31510 6.77005 10.14375 0.2818 0.2869 0.5645
H -1.70498 5.61098 12.50278 0.3900 0.3156 -0.4284
H -1.57989 7.40707 12.91072 0.3124 -0.3173 -0.1466
H -2.45518 6.20937 13.88856 -0.2905 0.4584 0.1650
H -3.96671 8.72897 13.20107 0.7163 -0.4548 0.2635
H -3.23699 9.06895 11.63958 0.2726 -0.4656 -0.1560
H -4.87815 8.47305 11.83196 -0.1776 0.1765 -0.6340
H -3.28802 3.57465 12.74811 0.3938 0.2289 0.7100
H -4.59403 2.52877 12.75984 -0.7077 0.0940 0.3072
H -4.47988 3.72276 14.14347 0.3674 -0.3332 0.0301
H -5.58973 7.25250 13.30751 -0.5961 0.3874 1.1517
```
Forces are in eV/Å.

---

[2]
Formula: C5H9N
Source: the Open Molecules 2025 dataset
Level of theory: ωB97M-V/def2-TZVPD

For the orbital gap (alpha / beta), the calculation gives 7.8 / 7.8 eV.

Structure (XYZ):
```
15
Properties=species:S:1:pos:R:3:forces:R:3
C 1.20849 -0.87033 -0.94417 -0.0532 -0.1202 -0.1579
C 1.56299 0.53020 -0.54684 0.0478 0.2068 -0.0514
C 0.67993 -0.29073 0.34094 0.0780 -0.0192 0.1651
N -0.73487 0.05564 0.48145 -0.0866 0.0315 -0.0618
C -1.23487 1.22716 0.04592 0.0330 0.1048 0.0414
C -1.59479 -0.78980 1.06779 -0.0780 -0.1419 -0.0979
H 0.51505 -0.98974 -1.76945 0.0070 0.0544 0.1168
H 1.97059 -1.64315 -0.87221 -0.2199 0.1450 0.0636
H 2.57073 0.75572 -0.20979 -0.2183 -0.0884 0.0192
H 1.07871 1.32412 -1.10314 0.0718 -0.0985 0.0458
H 1.10661 -0.68606 1.25509 -0.1522 0.0894 -0.0478
H -0.73846 2.16894 0.24611 0.2459 -0.1885 -0.2326
H -2.25521 1.19930 -0.30684 0.0214 0.1153 0.2917
H -1.59911 -1.84637 0.82803 0.3720 0.0212 0.2125
H -2.39566 -0.33935 1.63668 -0.0685 -0.1118 -0.3067
```
Forces are in eV/Å.

---

How do the records compare in calculated total energy? In the order shown, they have -92234.1701, -6817.2168 eV.